Entry from OMol25: a 13-piece molecular cluster, C34H101N9O13 overall in a non-equilibrium geometry (ωB97M-V/def2-TZVPD).

Structure (XYZ):
```
157
Properties=species:S:1:pos:R:3
C -0.380 2.800 3.973
O -0.149 2.104 5.225
H -0.770 2.066 3.269
H -1.095 3.622 4.041
H 0.558 3.208 3.593
H -0.139 2.814 5.873
C -1.306 -1.418 4.727
O -2.594 -1.238 5.197
H -0.606 -1.426 5.564
H -1.328 -2.411 4.279
H -1.104 -0.634 3.995
H -2.732 -0.381 5.607
C 3.950 3.837 0.631
O 3.568 2.518 0.790
H 5.016 3.913 0.846
H 3.712 4.240 -0.356
H 3.439 4.550 1.285
H 2.649 2.406 0.534
C -3.856 1.337 2.959
O -5.094 1.125 3.589
H -3.762 2.418 2.861
H -2.942 0.887 3.355
H -3.784 0.949 1.939
H -5.218 0.186 3.752
C -2.570 5.170 0.516
O -2.929 4.611 -0.722
H -2.925 4.555 1.346
H -1.504 5.313 0.692
H -3.054 6.133 0.689
H -3.782 4.976 -0.969
C 4.884 0.909 -3.612
O 5.801 0.260 -3.111
N 3.646 0.861 -3.102
N 4.898 1.746 -4.632
H 2.966 1.540 -3.432
H 3.533 0.393 -2.217
H 5.797 1.795 -5.084
H 4.031 2.166 -4.925
C -0.126 -8.152 4.757
C 0.068 -6.946 3.834
C 0.972 -5.876 4.523
O 1.396 -5.039 3.490
C 1.614 -3.707 3.878
N 0.604 -7.446 2.585
H -0.957 -8.766 4.407
H -0.482 -7.860 5.747
H 0.735 -8.819 4.798
H -0.880 -6.479 3.562
H 1.911 -6.315 4.872
H 0.544 -5.391 5.402
H 0.846 -3.081 4.336
H 2.032 -3.127 3.053
H 2.437 -3.607 4.592
H 0.984 -6.648 2.088
H 1.492 -7.923 2.700
C 6.315 0.099 4.007
C 5.452 1.321 3.682
C 4.292 1.610 4.647
O 3.360 0.498 4.762
C 2.839 -0.020 3.571
N 6.399 2.447 3.430
H 6.949 0.409 4.839
H 6.988 -0.249 3.222
H 5.792 -0.837 4.210
H 5.000 1.116 2.709
H 3.766 2.506 4.307
H 4.629 1.883 5.647
H 3.542 -0.223 2.760
H 2.123 0.678 3.128
H 2.300 -0.946 3.766
H 5.931 3.344 3.456
H 6.776 2.408 2.492
C 2.303 4.233 -6.123
C 2.281 4.327 -4.578
C 1.179 5.288 -4.127
O 1.304 5.498 -2.708
C 0.281 6.279 -2.155
N 2.031 2.938 -4.085
H 2.305 5.183 -6.657
H 1.410 3.679 -6.419
H 3.100 3.584 -6.489
H 3.233 4.633 -4.142
H 0.237 4.795 -4.381
H 1.172 6.291 -4.560
H 0.153 6.031 -1.102
H -0.705 6.299 -2.623
H 0.586 7.328 -2.212
H 1.395 2.596 -4.798
H 1.437 2.969 -3.265
C 1.888 -4.917 -1.822
C 1.104 -4.637 -0.497
C -0.343 -5.163 -0.366
O -1.175 -4.576 -1.341
C -2.511 -5.029 -1.343
N 2.012 -5.034 0.543
H 2.972 -4.836 -1.882
H 1.448 -4.192 -2.509
H 1.599 -5.870 -2.271
H 1.090 -3.548 -0.614
H -0.755 -4.964 0.626
H -0.238 -6.240 -0.521
H -2.913 -4.884 -0.338
H -2.538 -6.108 -1.519
H -3.153 -4.617 -2.119
H 1.584 -4.791 1.427
H 2.909 -4.583 0.438
C -5.660 1.418 -3.127
C -5.753 -0.072 -3.492
C -5.785 -0.950 -2.253
O -4.579 -0.824 -1.488
C -4.556 -1.474 -0.180
N -6.929 -0.236 -4.318
H -4.741 1.650 -2.590
H -6.569 1.702 -2.596
H -5.692 2.040 -4.023
H -4.919 -0.381 -4.126
H -5.798 -1.988 -2.595
H -6.644 -0.700 -1.629
H -5.516 -1.625 0.313
H -3.889 -0.914 0.474
H -4.109 -2.454 -0.357
H -6.908 0.395 -5.108
H -6.876 -1.138 -4.774
C -2.276 2.879 -3.835
C -1.252 1.785 -3.716
C -1.938 0.398 -3.368
O -0.908 -0.548 -3.174
C -1.296 -1.843 -2.774
N -0.673 1.665 -5.023
H -2.935 2.678 -4.683
H -1.831 3.831 -4.128
H -2.912 3.032 -2.964
H -0.482 2.022 -2.981
H -2.728 0.192 -4.093
H -2.435 0.580 -2.411
H -2.089 -2.172 -3.449
H -1.649 -1.770 -1.745
H -0.407 -2.437 -2.977
H -1.317 1.821 -5.784
H -0.170 0.795 -5.131
C -0.054 2.566 -0.173
C 0.341 1.224 0.421
C -0.926 0.295 0.644
O -0.478 -0.759 1.423
C -1.069 -2.015 1.178
N 1.298 0.619 -0.518
H -0.131 3.310 0.622
H -1.060 2.449 -0.580
H 0.653 2.985 -0.889
H 0.834 1.407 1.376
H -1.296 -0.032 -0.330
H -1.646 0.853 1.247
H -0.996 -2.467 0.187
H -2.142 -1.857 1.318
H -0.681 -2.700 1.932
H 1.669 -0.243 -0.137
H 0.755 0.287 -1.308
```

spin multiplicity: 1
gap between HOMO and LUMO: 8.96 eV
F_max: 3.04 eV/A
lowest unoccupied orbital energy: 0.26 eV
molecular weight: 844.23 g mol⁻¹
relative energy (zero: lowest compared OMol25 entry of this formula, charge and spin): 18.3 kcal/mol
HOMO level: -0.320 Eh

Mulliken atomic charge list, values in e, 5 entries: -0.2027 -0.5058 -0.2855 0.4731 0.2432

Entry from OMol25: C34H10F18GeNPtS as an isolated structure (ωB97M-V/def2-TZVPD).

Structure (XYZ):
```
66
Properties=species:S:1:pos:R:3
Pt -1.246 -0.742 1.721
C -3.886 -3.887 0.942
C -4.958 -3.339 0.261
C -4.978 -1.978 0.024
C -3.953 -1.117 0.446
C -2.860 -1.690 1.137
C -2.858 -3.067 1.369
C -4.094 0.349 0.148
C -5.251 0.849 -0.539
C -5.373 2.177 -0.791
C -4.376 3.073 -0.347
C -4.436 4.472 -0.540
C -3.451 5.277 -0.044
C -2.372 4.715 0.676
C -2.289 3.365 0.865
C -3.284 2.508 0.340
N -3.155 1.169 0.536
H -3.844 -4.952 1.138
H -5.774 -3.963 -0.082
H -5.826 -1.584 -0.509
H -2.020 -3.500 1.899
H -6.034 0.185 -0.860
H -6.239 2.563 -1.317
H -5.277 4.892 -1.081
H -3.494 6.348 -0.194
H -1.606 5.365 1.079
H -1.479 2.914 1.420
F 3.897 0.175 2.067
C 3.803 -1.162 1.965
C 3.092 -1.750 0.935
C 3.030 -3.136 0.954
F 2.338 -3.788 0.015
C 3.670 -3.903 1.909
F 3.604 -5.236 1.880
C 4.386 -3.274 2.913
F 5.009 -3.997 3.844
C 4.452 -1.895 2.945
F 5.138 -1.285 3.917
Ge 2.009 -0.778 -0.416
S -0.041 -1.334 -0.278
C 2.656 1.094 -0.360
C 1.854 2.180 -0.073
F 0.558 2.009 0.180
C 2.347 3.475 -0.031
F 1.547 4.506 0.253
C 3.687 3.699 -0.287
F 4.177 4.938 -0.252
C 4.520 2.633 -0.579
F 5.817 2.850 -0.820
C 3.990 1.358 -0.608
F 4.837 0.345 -0.862
C 2.630 -1.266 -2.242
C 2.018 -0.606 -3.296
F 1.104 0.342 -3.051
C 2.312 -0.869 -4.622
F 1.698 -0.211 -5.609
C 3.264 -1.826 -4.922
F 3.568 -2.093 -6.193
C 3.911 -2.493 -3.899
F 4.848 -3.402 -4.189
C 3.592 -2.197 -2.585
F 4.297 -2.839 -1.642
F -1.253 0.447 4.203
C -2.163 -0.286 3.450
F -2.512 -1.325 4.264
F -3.278 0.498 3.424
```

spin multiplicity: 1
gap between HOMO and LUMO: 7.30 eV
total charge: -1
F_max: 0.32 eV/A
lowest unoccupied orbital energy: 2.08 eV
molecular weight: 1074.18 g mol⁻¹
relative energy (zero: lowest compared OMol25 entry of this formula, charge and spin): 14.2 kcal/mol
HOMO level: -0.192 Eh

Mulliken atomic charge list, values in e, 5 entries: 0.9430 -0.6128 -0.9206 -0.6071 1.3967

Entry from OMol25: C34H16AlN7O7S4 as an isolated structure in a non-equilibrium geometry (ωB97M-V/def2-TZVPD).

Structure (XYZ):
```
69
Properties=species:S:1:pos:R:3
Al 0.859 -0.071 -0.087
S -2.923 -2.716 5.188
C -3.997 -1.528 5.894
C -3.889 -0.314 5.258
C -3.021 -0.337 4.159
C -2.560 -1.614 3.881
C -1.772 -2.078 2.729
C -1.077 -1.100 1.953
N -0.235 -1.383 0.938
C 0.015 -2.717 0.704
C -0.705 -3.761 1.364
C -0.433 -5.099 1.008
C 0.411 -5.397 -0.053
C 0.988 -4.350 -0.831
C 1.665 -4.527 -2.111
C 2.298 -3.428 -2.640
C 2.124 -2.128 -2.075
N 1.364 -1.930 -1.014
C 0.771 -3.037 -0.403
C 3.006 -3.611 -3.856
C 4.041 -2.879 -4.423
C 4.356 -3.271 -5.723
C 3.590 -4.343 -6.144
S 2.531 -4.956 -5.001
C -1.569 -3.424 2.421
H -4.621 -1.724 6.762
H -4.304 0.578 5.741
H -2.738 0.530 3.518
H -1.208 -0.062 2.203
H -1.116 -5.868 1.442
H 0.594 -6.451 -0.275
H 1.805 -5.541 -2.530
H 2.573 -1.214 -2.565
H 4.501 -2.054 -3.947
H 5.123 -2.861 -6.334
H 3.661 -4.812 -7.097
H -2.234 -4.159 2.890
S 1.632 4.076 -0.431
C 0.463 3.578 -1.513
C -0.489 4.486 -2.088
C -1.132 4.220 -3.295
C -1.828 5.330 -3.881
N -2.324 6.255 -4.300
C -0.870 3.038 -3.994
C -0.123 2.058 -3.351
C 0.584 2.284 -2.134
S 1.805 1.111 -1.819
C -1.324 2.709 -5.293
N -1.733 2.559 -6.365
H -0.645 5.429 -1.546
H -0.067 1.101 -3.902
O 1.141 5.145 4.982
N 0.086 5.066 4.384
O -0.844 5.882 4.434
C -0.070 3.911 3.463
C -1.247 3.851 2.700
C -1.234 2.954 1.607
C -0.173 2.105 1.330
O -0.264 1.252 0.379
C 0.973 2.269 2.137
C 1.017 3.125 3.259
N 2.127 1.424 1.953
O 2.072 0.340 1.154
O 3.120 1.659 2.593
N -2.436 2.919 0.821
O -3.433 3.526 1.345
O -2.459 2.425 -0.338
H -2.129 4.547 2.861
H 1.928 3.003 3.903
```

spin multiplicity: 1
gap between HOMO and LUMO (alpha / beta): 3.73 / 3.77 eV
F_max: 3.95 eV/A
lowest unoccupied orbital energy (alpha / beta): -2.63 / -2.62 eV
molecular weight: 789.79 g mol⁻¹
relative energy (zero: lowest compared OMol25 entry of this formula, charge and spin): 73.1 kcal/mol
HOMO level (alpha / beta): -0.233 / -0.234 Eh

Mulliken atomic charge list, values in e, 5 entries: 0.7000 -0.1321 -0.3865 -0.5896 -0.2944

Entry from OMol25: C34H22BrCl2F4PPt as an isolated structure (ωB97M-V/def2-TZVPD).

Structure (XYZ):
```
65
Properties=species:S:1:pos:R:3
Pt 0.895 -1.302 0.589
F 2.187 -0.614 7.500
C 1.587 -0.572 6.316
C 0.614 0.376 6.060
F 0.274 1.250 7.002
C -0.008 0.403 4.823
F -0.952 1.335 4.658
C 0.320 -0.479 3.799
P -0.509 -0.486 2.139
C -2.119 -1.240 2.544
C -2.413 -2.443 1.908
C -3.597 -3.114 2.184
C -4.495 -2.581 3.094
C -4.214 -1.374 3.723
C -3.034 -0.703 3.451
C -0.845 1.273 1.821
C 0.223 2.166 1.891
C 0.046 3.493 1.544
C -1.195 3.938 1.103
C -2.253 3.048 1.013
C -2.081 1.718 1.373
C 1.312 -1.418 4.085
Br 1.905 -2.675 2.802
C 1.930 -1.472 5.321
F 2.870 -2.380 5.583
H -1.713 -2.839 1.181
H -3.811 -4.048 1.683
H -5.419 -3.100 3.312
H -4.920 -0.952 4.426
H -2.833 0.241 3.936
H 1.201 1.814 2.200
H 0.878 4.182 1.610
H -1.332 4.975 0.825
H -3.219 3.387 0.661
H -2.913 1.030 1.295
Cl -1.903 -6.212 0.585
C -0.250 -5.582 0.719
Cl 0.050 -4.252 -0.401
H 0.436 -6.389 0.492
H -0.112 -5.215 1.731
C 1.405 -0.702 -1.113
C 1.412 -0.143 -2.249
C 1.509 0.486 -3.417
C 0.937 -0.104 -4.639
C 0.442 0.704 -5.664
C -0.138 0.136 -6.786
C -0.223 -1.243 -6.904
C 0.267 -2.056 -5.891
C 0.839 -1.491 -4.764
C 2.173 1.805 -3.469
C 2.020 2.693 -2.403
C 2.662 3.920 -2.419
C 3.473 4.268 -3.490
C 3.637 3.386 -4.549
C 2.986 2.164 -4.544
H 0.496 1.781 -5.570
H -0.528 0.773 -7.569
H -0.672 -1.685 -7.784
H 0.203 -3.132 -5.980
H 1.220 -2.116 -3.966
H 1.389 2.410 -1.570
H 2.530 4.606 -1.593
H 3.978 5.225 -3.499
H 4.278 3.651 -5.380
H 3.118 1.476 -5.369
```

spin multiplicity: 1
gap between HOMO and LUMO (alpha / beta): 6.44 / 6.44 eV
F_max: 0.55 eV/A
lowest unoccupied orbital energy (alpha / beta): -0.82 / -0.82 eV
molecular weight: 883.40 g mol⁻¹
relative energy (zero: lowest compared OMol25 entry of this formula, charge and spin): 0.0 kcal/mol
HOMO level (alpha / beta): -0.267 / -0.267 Eh

Mulliken atomic charge list, values in e, 5 entries: 0.3280 -0.2882 0.6096 0.2575 -0.2892